No. 1
2 unconnected molecules or ions with the total composition C24H38BBrFN2O8S at a distorted geometry. Source: the OMol25 dataset; level of theory: ωB97M-V/def2-TZVPD.

total charge = +1
highest occupied orbital energy = -10.3 eV
gap between HOMO and LUMO = 5.423 eV
M = 624.355 g/mol
2S+1 = 1
total energy = -4745.05086 Ha

```
76
Properties=species:S:1:pos:R:3:mulliken_charge:R:1
C 1.15311 -0.96414 5.08031 -0.881
C 2.54174 -0.23390 4.61030 0.007
S 3.41783 -1.43794 3.49680 -0.135
C 3.66830 -0.74548 1.79470 -0.854
C 2.29018 -0.63396 0.91207 1.403
C 1.50918 0.64773 1.55437 -1.265
O 0.62478 1.28967 0.61578 0.434
C 0.11768 2.53093 1.09440 0.752
C 0.56253 3.29230 2.36428 -0.708
C -0.05904 4.68517 2.74282 0.563
C 0.46333 5.47602 4.05041 -1.077
C -1.15135 5.37155 1.87719 -0.852
C -1.63713 4.59734 0.61646 -0.316
C -1.01704 3.20635 0.23597 -0.164
C -1.59432 2.50108 -1.07537 2.085
C -3.18085 2.24666 -0.80489 -1.326
C -1.47625 3.39194 -2.40837 -1.273
C 1.53214 -2.02209 1.12407 -1.082
N 0.61306 -2.45911 0.01458 0.350
Br 1.28149 -4.14455 -0.60052 0.196
C 0.39837 -1.46988 -1.09000 -1.268
C -0.41715 -2.14631 -2.33256 -0.853
C -1.75176 -2.92062 -1.82374 0.267
O -1.83885 -4.15890 -1.70890 -0.457
O -2.87089 -2.03583 -1.54765 -0.285
C -2.95658 -1.76855 -0.14087 0.625
C -3.64159 -2.90244 0.77958 -0.901
O -2.58374 -0.71966 0.42695 -0.388
C 1.72977 -0.85299 -1.72518 2.051
F 2.47123 -1.81208 -2.55018 -0.441
B 1.47211 0.44323 -2.70821 0.620
O 1.19407 1.78141 -2.26872 -0.616
O 1.51950 0.19122 -4.14147 -0.588
C 2.78798 -0.34911 -0.60099 -1.874
H 0.22135 -0.36783 4.80250 0.225
H 1.10038 -1.99252 4.55061 0.225
H 1.17333 -1.19818 6.20225 0.315
H 3.17470 -0.13073 5.56063 0.466
H 2.36575 0.79843 4.16167 -0.089
H 4.22200 0.25162 1.85715 0.428
H 4.35495 -1.44935 1.18401 0.448
H 2.35663 1.33878 1.93341 0.664
H 0.88377 0.21730 2.42513 0.191
H 1.37271 2.84568 3.05150 -0.121
H -0.20688 5.32267 4.95896 0.266
H 1.53097 5.07130 4.24207 0.297
H 0.61630 6.58991 3.78516 0.329
H -1.61260 6.38775 2.09200 0.313
H -2.43589 5.03137 -0.07874 0.268
H -1.13952 1.47205 -1.26048 -1.381
H -3.57341 1.40169 -1.48308 0.258
H -3.40466 1.98158 0.28303 0.220
H -3.78613 3.18762 -1.06449 0.507
H -1.33379 2.67089 -3.28873 0.259
H -0.53704 4.04881 -2.36605 0.247
H -2.43015 3.99047 -2.61001 0.439
H 2.34391 -2.82912 1.26833 0.465
H 0.93895 -1.98750 2.11054 0.150
H -0.29652 -2.70541 0.46686 0.600
H -0.33495 -0.67188 -0.67560 -0.024
H -0.82376 -1.34256 -3.05966 0.379
H 0.22902 -2.83937 -2.96598 0.675
H -4.77142 -2.74378 0.68934 0.350
H -3.28541 -2.80204 1.86782 0.304
H -3.37597 -3.95522 0.38479 0.293
H 2.05055 2.26515 -2.20501 0.294
H 0.62458 0.27212 -4.53806 0.317
H 3.83094 -0.80159 -0.79562 0.402
H 2.94611 0.79547 -0.66269 0.276
C -1.48931 -5.02099 -4.68906 -0.471
N -0.74999 -5.29556 -5.94826 0.943
O -0.02048 -4.41288 -6.37307 -0.527
O -0.92773 -6.38468 -6.46376 -0.547
H -1.23581 -4.02079 -4.34517 -0.019
H -2.55371 -5.09487 -4.90918 0.320
H -1.18364 -5.76888 -3.95851 0.297
```

No. 2
2 unconnected molecules or ions with the total composition C24H38Br3FINO2 at a distorted geometry. Source: the OMol25 dataset; level of theory: ωB97M-V/def2-TZVPD.

highest occupied orbital energy = -5.5 eV
gap between HOMO and LUMO = 3.345 eV
M = 758.187 g/mol
2S+1 = 1
total energy = -9261.98245 Ha

```
70
Properties=species:S:1:pos:R:3:mulliken_charge:R:1
C -2.72026 4.37830 -5.48363 -1.130
C -1.30439 4.04984 -4.92810 -0.327
C -1.00862 2.53653 -4.86141 -0.769
C 0.46743 2.29171 -4.41161 -0.855
C 0.54230 1.68313 -2.99140 -0.475
C 1.95773 1.79814 -2.35341 -1.070
C 1.99370 2.71022 -1.07669 -0.883
C 2.16417 1.83059 0.21063 -0.146
C 1.28989 2.43267 1.32939 -0.952
C 0.86009 1.42271 2.44074 -1.101
C 0.48322 0.04696 1.93115 -0.163
C 1.26646 -1.03743 2.26652 0.469
C 2.48798 -0.94255 3.16599 -1.915
C 2.16560 -1.56086 4.55626 0.213
C 1.61143 -0.54434 5.57714 -1.276
Br 3.69232 -2.55196 5.29955 -0.109
C 0.92386 -2.31008 1.74783 1.216
C 1.88226 -3.40752 2.14121 -0.430
O 2.93483 -3.44054 1.55432 -0.405
O 1.59843 -4.27316 3.13448 -0.427
C -0.21533 -2.46680 0.90274 0.147
C -0.61372 -3.82515 0.29997 0.167
C -0.89699 -4.93199 1.34195 -1.414
F 0.43185 -4.30664 -0.49419 -0.267
C -0.96092 -1.32904 0.64294 0.602
C -2.19791 -1.40492 -0.23747 -1.464
C -3.50497 -1.40254 0.64893 -0.549
C -4.52583 -0.30891 0.21024 -1.008
I -6.28896 -1.26751 -0.56319 0.035
N -0.60454 -0.12434 1.15488 0.145
Br -1.68700 1.34580 0.76586 0.112
H -2.63966 5.16673 -6.24255 0.305
H -3.37002 4.76550 -4.68763 0.283
H -3.20407 3.51347 -5.95543 0.331
H -0.56954 4.53194 -5.58309 0.285
H -1.22682 4.44551 -3.90506 0.207
H -1.15827 2.15302 -5.88339 0.403
H -1.72445 2.00298 -4.21999 0.328
H 0.91499 1.62987 -5.16110 0.314
H 0.99108 3.25794 -4.41497 0.530
H -0.27434 2.03536 -2.34443 0.327
H 0.36263 0.60371 -3.14297 0.206
H 2.65020 2.16644 -3.12443 0.565
H 2.31180 0.78314 -2.12238 0.569
H 1.04687 3.26243 -1.07122 0.420
H 2.83705 3.39412 -1.22514 0.411
H 1.87049 0.81782 -0.09474 0.116
H 3.23247 1.82182 0.45508 0.346
H 1.88865 3.21359 1.82406 0.439
H 0.41015 2.95893 0.95197 0.405
H 1.62053 1.41314 3.21681 0.169
H -0.04500 1.84099 2.91719 0.498
H 3.29750 -1.54389 2.73537 0.717
H 2.89045 0.06518 3.28139 0.836
H 1.38401 -2.31435 4.41612 0.397
H 2.04321 0.45721 5.48454 0.254
H 1.80802 -0.94179 6.58016 0.474
H 0.51471 -0.52050 5.48795 0.266
H 2.09204 -5.09918 2.97725 0.473
H -1.47488 -3.76292 -0.36761 0.173
H -1.62321 -5.62509 0.90170 0.395
H -1.23466 -4.52132 2.29989 0.350
H 0.02810 -5.50732 1.46201 0.304
H -2.21471 -2.33751 -0.79923 0.563
H -2.20351 -0.61085 -0.99429 0.572
H -3.92312 -2.41048 0.67751 0.621
H -3.17990 -1.13807 1.66762 0.139
H -4.77699 0.30127 1.08349 0.440
H -4.06676 0.36523 -0.51580 0.420
Br 2.49087 -5.72435 -0.48629 -0.821
```

No. 3
A molecular structure, C24H38Br4Cl2N8O4 at a distorted geometry. Source: the OMol25 dataset; level of theory: ωB97M-V/def2-TZVPD.

highest occupied orbital energy = -3.4 eV
gap between HOMO and LUMO = 1.065 eV
M = 893.142 g/mol
2S+1 = 1
total energy = -12891.98163 Ha

```
80
Properties=species:S:1:pos:R:3:mulliken_charge:R:1
N -7.56273 -8.19076 7.48428 -0.276
C -6.50016 -7.87777 7.22463 0.161
O -5.22802 -7.24269 7.02843 -0.256
N -5.21368 -6.15884 7.85347 0.565
C -4.77369 -6.21688 9.17507 -0.033
N -4.95638 -4.88738 9.65795 -0.527
C -5.51446 -4.17633 8.62229 0.387
N -5.91225 -2.88651 8.52789 -0.402
N -5.69213 -4.96227 7.44420 -0.409
H -4.36893 -7.10998 9.68654 0.383
H -5.39485 -2.11516 8.93318 0.227
H -6.73354 -2.69595 7.95592 0.221
H -6.07789 -4.73921 6.53006 0.232
Cl -1.12269 -5.16374 6.16635 -0.183
C -2.77992 -5.48717 5.60101 0.025
C -2.80818 -6.01054 4.18350 -0.513
Cl -2.32754 -4.76892 3.00406 -0.123
H -3.35670 -4.56696 5.69999 0.274
H -3.20366 -6.22941 6.27698 -0.109
H -3.82215 -6.31871 3.92175 0.292
H -2.15015 -6.87029 4.05884 0.362
O 0.89513 -1.84612 0.92853 -0.604
C -0.38937 -1.85854 1.11753 0.078
C -1.15961 -1.53932 -0.31681 0.164
O -2.44487 -1.51712 -0.12470 -0.624
H -0.79751 -1.12535 1.83774 0.240
H -0.83426 -2.80176 1.47980 -0.112
H -0.77070 -2.29442 -1.02478 0.238
H -0.69161 -0.61102 -0.69705 -0.006
C -4.24603 0.08470 -5.36092 -1.488
C -4.17892 0.25695 -3.84609 0.404
C -3.60665 1.61365 -3.40091 -0.812
O -2.19249 1.70298 -3.50290 -0.331
C -1.68888 2.03716 -4.78205 -0.255
N -3.41272 -0.85268 -3.27268 -0.707
H -3.26773 -0.10124 -5.80547 0.257
H -4.87807 -0.76947 -5.61552 0.380
H -4.67723 0.96931 -5.83801 0.352
H -5.20595 0.19654 -3.47074 0.467
H -3.82912 1.73617 -2.33634 0.354
H -4.09221 2.45166 -3.91759 0.425
H -2.33594 2.73892 -5.32016 0.368
H -1.52653 1.13589 -5.38083 0.271
H -0.69349 2.51432 -4.60706 -0.584
H -3.44477 -0.78157 -2.25524 0.242
H -2.43201 -0.68658 -3.49281 0.318
C 8.70834 3.28897 1.51088 -0.981
N 7.51375 3.22443 0.65726 0.055
C 6.33860 2.80053 1.19345 -0.420
C 5.19453 2.76665 0.43432 -0.693
C 5.21990 3.17639 -0.90777 0.490
C 6.45852 3.58652 -1.43395 -0.681
C 7.58083 3.60180 -0.64519 -0.301
C 4.00545 3.20526 -1.73053 0.867
C 3.57441 4.39700 -2.33115 -0.829
C 2.45670 4.40965 -3.13663 0.034
N 1.76721 3.28134 -3.36656 -0.251
C 2.14399 2.10694 -2.78864 -0.142
C 3.25327 2.05966 -1.96200 -0.845
C 0.57912 3.29979 -4.26744 -0.771
H 8.88392 2.29741 1.92879 0.358
H 8.51631 4.01677 2.30057 0.356
H 9.56678 3.60059 0.92072 0.279
H 6.34487 2.50671 2.23509 0.422
H 4.27128 2.44012 0.89935 0.500
H 6.54786 3.89475 -2.46887 0.183
H 8.54111 3.91858 -1.02969 0.374
H 4.10803 5.32621 -2.16803 0.388
H 2.10855 5.31752 -3.61075 0.338
H 1.54530 1.23264 -3.00105 0.594
H 3.53231 1.10975 -1.52174 0.567
H -0.25003 2.93820 -3.68172 0.721
H 0.79646 2.66064 -5.11517 0.270
H 0.38942 4.31847 -4.60406 0.357
C 4.93659 4.07777 -6.71549 -0.377
Br 5.45918 3.60840 -4.90011 0.055
Br 3.03906 4.50552 -6.87434 -0.046
Br 6.04063 5.50195 -7.41902 -0.067
H 5.11345 3.20135 -7.33253 0.432
Br 3.00116 2.28080 -5.06373 -0.570
```

No. 4
4 unconnected molecules or ions with the total composition C24H38F2N7O2S at a distorted geometry. Source: the OMol25 dataset; level of theory: ωB97M-V/def2-TZVPD.

total charge = +1
highest occupied orbital energy = -9.3 eV
gap between HOMO and LUMO = 4.116 eV
M = 526.678 g/mol
2S+1 = 1
total energy = -2067.84107 Ha

```
74
Properties=species:S:1:pos:R:3:mulliken_charge:R:1
O 4.20278 -1.18259 -1.37735 -0.268
S 3.24207 -0.00519 -1.05366 0.705
O 3.32727 1.06801 -2.20416 -0.090
F 3.67877 0.74081 0.45936 -0.309
C 1.43452 -0.57732 -0.80446 -0.045
N 1.25450 -2.05066 -0.71952 0.572
N 0.02031 -2.57023 -0.50103 -0.844
C -1.10227 -1.62425 -0.35441 -0.186
C -1.18591 0.00664 -0.44848 -0.377
C 0.34616 0.63245 -0.72205 0.416
F 0.60297 2.08802 -0.85201 -0.218
H 2.08433 -2.71241 -0.79727 0.124
H -2.15554 -2.14281 -0.12432 0.348
H -2.14342 0.67269 -0.31427 0.344
C 4.76745 5.79089 -1.32118 -1.369
C 4.62205 4.94436 -0.06060 -0.322
C 5.30650 3.58098 -0.17725 -0.077
C 4.68753 2.79182 -1.31944 0.222
N 4.17410 2.13715 -2.26692 -0.303
H 4.29063 5.31587 -2.18437 0.377
H 4.28873 6.76534 -1.18185 0.377
H 5.82360 5.96063 -1.56029 0.328
H 3.55498 4.80785 0.15370 0.272
H 5.05328 5.49022 0.78570 0.360
H 5.18565 3.01911 0.75485 0.187
H 6.37900 3.70349 -0.36328 0.409
C 6.01361 -6.02436 -0.90444 -1.115
C 4.94735 -5.95433 0.18413 -0.536
C 3.68742 -5.21096 -0.26405 -0.405
C 4.04061 -3.78020 -0.63646 0.480
N 4.33354 -2.59333 -0.94539 -0.459
H 6.36744 -5.02824 -1.18844 0.345
H 6.88228 -6.58808 -0.54981 0.340
H 5.62683 -6.52194 -1.80124 0.300
H 5.37424 -5.46391 1.06757 0.310
H 4.67537 -6.97311 0.48119 0.332
H 2.94985 -5.20016 0.54525 0.375
H 3.23495 -5.70750 -1.12925 0.351
C 4.62255 4.92926 5.99380 -1.137
C 3.50120 4.75384 4.97468 -0.488
C 3.89460 3.84623 3.80748 -0.290
C 5.08043 4.44493 3.06864 0.360
N 6.06410 4.94153 2.45571 -0.642
H 5.49893 5.41326 5.55130 0.350
H 4.28738 5.56071 6.82270 0.339
H 4.93345 3.96220 6.40560 0.293
H 3.20845 5.74088 4.59619 0.295
H 2.62597 4.32965 5.47885 0.327
H 3.05417 3.74153 3.11334 0.236
H 4.16226 2.84773 4.16971 0.362
C -6.18047 -2.09255 -3.15642 -1.144
C -4.96534 -3.00450 -3.01999 -0.462
C -4.94719 -3.77808 -1.70009 -0.301
C -4.90770 -2.80346 -0.53430 0.237
N -4.87494 -1.99502 0.43279 -0.563
H -6.19378 -1.31834 -2.38277 0.332
H -6.16624 -1.58285 -4.12499 0.378
H -7.11171 -2.66645 -3.08647 0.315
H -4.05541 -2.39838 -3.10854 0.289
H -4.96026 -3.71663 -3.85245 0.326
H -4.06567 -4.42627 -1.65678 0.305
H -5.83778 -4.40970 -1.61198 0.339
C -9.73515 -1.31781 0.37436 -1.055
C -9.55062 0.19493 0.30841 -0.428
C -10.10017 0.80567 -0.98227 -0.387
C -9.37437 0.21425 -2.17975 0.310
N -8.77233 -0.27633 -3.17312 -0.504
H -9.18903 -1.82697 -0.42603 0.261
H -9.35456 -1.70602 1.32440 0.314
H -10.79454 -1.58778 0.29529 0.329
H -8.48270 0.42637 0.40426 0.280
H -10.05748 0.65241 1.16512 0.309
H -9.95646 1.89121 -0.97498 0.281
H -11.17306 0.60579 -1.07618 0.287
```